DFT (the ωB97M-V functional and the def2-TZVPD basis) results for 9 unconnected molecules or ions with the total composition C20H32N8O3 at a distorted geometry.

The geometry in XYZ format:
```
63
Properties=species:S:1:pos:R:3:lowdin_charge:R:1
C 4.01 -0.35 0.42 -0.075
C 4.87 0.80 -0.12 -0.147
O 4.23 1.39 -1.34 0.031
C 3.48 2.46 -1.28 -0.623
O 2.87 2.72 -2.31 0.071
O 3.51 3.17 -0.15 -0.002
C 2.54 4.20 -0.05 -0.031
H 4.68 -1.01 0.92 0.070
H 3.70 -0.80 -0.49 0.066
H 3.22 -0.01 1.05 0.058
H 5.83 0.41 -0.53 0.130
H 5.05 1.61 0.58 0.111
H 3.04 5.15 -0.03 0.092
H 2.00 4.06 0.87 0.061
H 1.88 4.10 -0.93 0.096
C -1.78 3.82 3.69 -0.077
C -0.62 3.19 2.97 -0.264
N 0.22 2.76 2.35 0.131
H -2.18 3.12 4.42 0.022
H -2.62 4.08 2.90 0.125
H -1.50 4.76 4.18 0.070
C -4.51 -0.71 3.05 -0.056
C -3.58 0.15 3.79 -0.247
N -2.87 0.78 4.46 0.142
H -4.04 -1.72 2.96 0.070
H -4.70 -0.28 2.09 0.033
H -5.47 -0.77 3.63 0.104
C 0.12 -4.37 0.98 -0.090
C 1.05 -3.30 1.36 -0.285
N 1.86 -2.49 1.57 0.151
H -0.81 -3.97 0.48 0.091
H -0.20 -5.08 1.70 0.058
H 0.75 -4.87 0.22 0.080
C 0.25 -3.50 -3.68 -0.083
C 1.60 -3.19 -4.20 -0.281
N 2.61 -2.93 -4.69 0.131
H -0.24 -2.59 -3.24 0.067
H 0.19 -4.35 -2.93 0.091
H -0.49 -3.78 -4.49 0.095
C -0.30 -1.12 4.06 -0.093
C -1.06 -2.29 3.62 -0.301
N -1.77 -3.13 3.26 0.136
H -0.70 -0.25 3.57 0.021
H 0.75 -1.19 3.83 0.057
H -0.45 -0.94 5.16 0.097
C -4.29 0.20 -2.72 -0.069
C -4.95 0.20 -1.43 -0.270
N -5.53 0.25 -0.45 0.132
H -4.88 -0.30 -3.40 0.059
H -3.31 -0.29 -2.75 0.051
H -4.21 1.21 -2.98 0.067
C 1.22 0.53 -4.41 -0.036
C -0.25 0.33 -4.31 -0.265
N -1.40 0.26 -4.31 0.138
H 1.49 1.46 -3.87 0.075
H 1.42 0.74 -5.48 0.097
H 1.71 -0.35 -4.07 0.040
C -0.06 0.67 -0.93 -0.036
C -0.69 -0.17 0.08 -0.252
N -1.05 -0.91 0.85 0.180
H 0.25 1.62 -0.55 0.072
H -0.75 0.64 -1.75 0.043
H 0.86 0.20 -1.20 0.072
```

Calculated values
Max |F|: 0.0650 Eh/bohr
Orbital gap: 11.058 eV
E_LUMO: 0.37 eV

=====

DFT (the ωB97M-V functional and the def2-TZVPD basis) results for 2 unconnected molecules or ions with the total composition C24H38ClN2O8S3 at a distorted geometry.

The geometry in XYZ format:
```
76
Properties=species:S:1:pos:R:3:lowdin_charge:R:1
C -4.62 0.23 -1.78 -0.152
C -3.75 0.76 -3.02 -0.679
Cl -4.51 2.34 -3.57 0.574
C -2.16 0.93 -2.67 -0.118
C -1.81 -0.23 -1.59 -0.121
C -1.38 -1.63 -2.07 0.089
C -1.07 -2.72 -0.95 0.049
C -0.67 -4.18 -1.46 -0.337
O -1.16 -5.26 -1.07 0.109
O 0.32 -4.29 -2.53 0.019
C -1.22 -2.30 0.55 0.000
C -0.95 -3.43 1.64 -0.147
C 0.08 -3.01 2.81 -0.167
C -0.61 -3.48 4.21 -0.115
C 0.05 -2.80 5.49 -0.406
O -0.52 -1.81 6.01 0.055
O 1.24 -3.36 6.04 0.065
C -1.67 -0.83 0.90 -0.012
C -1.84 -0.37 2.44 -0.136
C -3.15 0.52 2.70 -0.217
C -3.02 2.06 2.32 -0.506
S -1.33 2.79 2.54 0.857
C -1.29 4.15 1.26 -0.945
S -2.73 4.89 0.76 0.646
N -0.06 4.61 0.60 -0.190
C 1.18 4.14 1.28 -0.165
C 1.61 2.63 0.87 -0.185
O 1.23 2.28 -0.49 -0.202
C 1.24 3.46 -1.33 -0.170
C -0.05 4.35 -0.87 -0.156
N -1.90 0.10 -0.18 0.158
H -5.76 0.36 -1.91 0.093
H -4.46 -0.89 -1.56 0.094
H -4.35 0.78 -0.81 0.068
H -3.81 -0.06 -3.83 0.120
H -2.10 1.94 -2.11 0.105
H -1.50 0.89 -3.59 0.136
H -1.29 -1.84 -3.19 0.135
H -0.24 -4.63 -3.29 0.136
H -1.96 -3.69 2.14 0.136
H -0.57 -4.41 1.20 0.122
H 1.07 -3.60 2.77 0.130
H 0.36 -1.91 2.83 0.109
H -0.64 -4.64 4.26 0.138
H -1.72 -3.15 4.22 0.115
H 1.21 -4.31 5.75 0.122
H -0.87 0.05 2.87 0.110
H -2.01 -1.37 3.01 0.108
H -3.48 0.34 3.80 0.135
H -4.01 0.08 2.07 0.127
H -3.73 2.65 3.01 0.100
H -3.44 2.21 1.26 0.044
H 2.04 4.82 0.92 0.137
H 1.10 4.29 2.41 0.128
H 1.13 1.87 1.58 0.091
H 2.75 2.56 0.96 0.134
H 2.22 4.07 -1.27 0.139
H 1.13 3.18 -2.44 0.139
H -0.98 3.83 -1.27 0.087
H 0.05 5.34 -1.46 0.137
H -2.17 1.08 0.01 0.133
O 3.77 -0.80 -4.34 -0.272
S 3.62 -0.44 -2.96 0.603
O 3.36 0.92 -2.55 -0.287
O 4.90 -0.99 -2.13 -0.264
C 6.21 -0.63 -2.59 -0.263
C 6.57 0.78 -2.19 -0.074
C 2.41 -1.49 -2.21 -0.127
H 6.30 -0.78 -3.67 0.119
H 6.91 -1.33 -2.11 0.125
H 5.96 1.51 -2.72 0.071
H 7.62 0.99 -2.42 0.084
H 6.41 0.94 -1.12 0.084
H 2.64 -2.52 -2.47 0.071
H 1.43 -1.21 -2.60 0.052
H 2.44 -1.34 -1.13 0.075
```

Calculated values
Max |F|: 0.0961 Eh/bohr
Orbital gap: 5.983 eV
Relative energy (zero: lowest compared OMol25 entry of this formula, charge and spin): 4.972 eV
E_LUMO: -5.06 eV
Net charge: +1

=====

DFT (the ωB97M-V functional and the def2-TZVPD basis) results for a molecular structure, C4H4FeLiO5 at a distorted geometry.

The geometry in XYZ format:
```
15
Properties=species:S:1:pos:R:3:lowdin_charge:R:1
O 1.71 2.38 -0.47 0.105
C 2.08 1.66 -1.53 -0.571
C 0.50 1.76 0.07 -0.113
O 2.68 2.13 -2.48 0.229
O 1.48 0.48 -1.55 0.070
C 0.62 0.32 -0.34 -0.032
Li -1.01 -0.90 -1.09 0.795
H -0.35 2.32 -0.37 0.152
H 0.47 1.90 1.16 0.147
H 1.28 -0.22 0.36 0.147
C -1.74 -1.98 1.54 -0.363
O -1.91 -1.96 0.26 -0.224
O -2.11 -3.01 2.15 0.024
Fe -2.79 -3.66 0.37 1.416
H -0.91 -1.22 1.92 0.220
```

Calculated values
Spin multiplicity: 6
Max |F|: 0.1058 Eh/bohr
Orbital gap (spin up / spin down): 6.015 / 5.299 eV
Relative energy (zero: lowest compared OMol25 entry of this formula, charge and spin): 3.157 eV
E_LUMO (spin up / spin down): -10.89 / -11.38 eV
Net charge: +2

=====

DFT (the ωB97M-V functional and the def2-TZVPD basis) results for a single C15H32NO4SSi molecule.

The geometry in XYZ format:
```
54
Properties=species:S:1:pos:R:3:lowdin_charge:R:1
C -1.28 -3.04 0.60 -0.018
C -0.62 -1.97 -0.28 -0.466
C 0.46 -2.64 -1.14 -0.025
C 0.06 -0.84 0.51 -0.077
C -0.83 0.22 1.18 -0.406
C 0.00 1.49 1.53 -0.137
C 0.84 2.09 0.41 -0.244
O 2.17 1.58 0.45 -0.222
Si 3.18 1.78 -0.85 0.391
C 2.55 0.86 -2.35 -0.154
C 4.83 1.09 -0.36 -0.156
C 3.33 3.60 -1.24 -0.160
S -1.55 -0.29 2.80 0.679
C -0.43 -1.44 3.58 -0.123
O -2.80 -0.98 2.56 -0.316
O -1.56 0.87 3.66 -0.314
C -2.00 0.63 0.26 -0.076
C -2.60 -0.35 -0.77 -0.440
C -2.93 0.48 -2.02 -0.037
C -3.90 -1.05 -0.30 -0.009
N -1.60 -1.36 -1.21 -0.137
O -2.02 -2.15 -2.12 -0.002
H -1.62 -3.86 -0.04 0.092
H -2.12 -2.67 1.18 0.059
H -0.52 -3.44 1.27 0.088
H 0.15 -3.63 -1.45 0.083
H 0.64 -2.05 -2.03 0.085
H 1.39 -2.70 -0.58 0.091
H 0.75 -1.29 1.22 0.123
H 0.69 -0.31 -0.20 0.111
H 0.68 1.28 2.36 0.127
H -0.72 2.24 1.87 0.119
H 0.88 3.18 0.56 0.125
H 0.39 1.91 -0.58 0.108
H 1.51 1.10 -2.62 0.029
H 2.63 -0.22 -2.19 0.025
H 3.18 1.12 -3.21 0.038
H 4.80 0.01 -0.21 0.033
H 5.55 1.30 -1.16 0.036
H 5.20 1.56 0.55 0.036
H 3.63 4.16 -0.35 0.038
H 2.39 4.03 -1.61 0.033
H 4.09 3.76 -2.01 0.034
H -0.66 -2.46 3.29 0.056
H -0.63 -1.29 4.64 0.075
H 0.60 -1.17 3.37 0.069
H -1.65 1.51 -0.29 0.110
H -2.82 0.99 0.88 0.129
H -3.37 -0.16 -2.78 0.082
H -2.02 0.92 -2.43 0.085
H -3.63 1.27 -1.76 0.097
H -4.66 -0.95 -1.07 0.082
H -4.28 -0.60 0.61 0.072
H -3.75 -2.11 -0.14 0.077
```

Calculated values
Spin multiplicity: 2
Max |F|: 0.0120 Eh/bohr
Orbital gap (spin up / spin down): 8.728 / 10.040 eV
E_LUMO (spin up / spin down): 0.53 / 0.50 eV

=====

| no. | energy (a.u.) |
| --- | --- |
| 1 | -1444.95985 |
| 2 | -3302.97254 |
| 3 | -1801.48855 |
| 4 | -1634.13562 |